The following is a DFT calculation (the ωB97M-V functional and the def2-TZVPD basis) of a 7-piece molecular cluster, C28H58ClNO7P overall.

Structure (ORCA input):
```
! RIJCOSX wB97M-V def2-TZVPD def2/J DEFGRID3
* xyz -1 1
C 2.708 1.094 -1.609
C 2.593 2.427 -2.341
C 3.585 3.428 -1.759
C 1.146 2.995 -2.294
N 0.326 2.391 -1.289
P -1.236 2.364 -1.243
O -1.752 3.997 -1.445
Cl -1.905 1.808 -3.342
H 2.548 1.227 -0.540
H 3.711 0.676 -1.760
H 1.976 0.376 -1.977
H 2.842 2.232 -3.391
H 3.638 4.342 -2.352
H 4.595 3.010 -1.692
H 3.269 3.691 -0.746
H 1.231 4.082 -2.125
H 0.702 2.880 -3.293
H -2.317 4.151 -0.667
C -0.346 -2.775 -0.984
C 0.230 -2.691 0.433
C 0.383 -1.179 0.599
O -0.652 -0.593 -0.167
C -1.260 -1.554 -1.017
H -0.878 -3.703 -1.195
H 0.456 -2.664 -1.720
H -0.486 -3.091 1.155
H 1.168 -3.231 0.563
H 1.351 -0.834 0.213
H 0.294 -0.844 1.636
H -2.260 -1.801 -0.635
H -1.374 -1.117 -2.006
C -2.980 -2.119 -6.165
C -1.765 -3.047 -6.091
C -1.138 -2.613 -4.769
O -2.216 -2.197 -3.940
C -3.408 -2.059 -4.702
H -3.772 -2.481 -6.820
H -2.674 -1.129 -6.506
H -2.088 -4.090 -6.037
H -1.082 -2.943 -6.933
H -0.454 -1.769 -4.913
H -0.594 -3.415 -4.265
H -4.093 -2.880 -4.455
H -3.882 -1.115 -4.433
C -4.082 7.974 -0.044
C -4.258 8.122 1.469
C -4.150 6.670 1.926
O -3.262 6.033 1.019
C -3.034 6.870 -0.118
H -3.760 8.888 -0.540
H -5.017 7.646 -0.503
H -3.439 8.715 1.885
H -5.199 8.586 1.766
H -5.130 6.179 1.900
H -3.744 6.565 2.935
H -2.022 7.285 -0.059
H -3.094 6.259 -1.018
C 0.515 -7.809 0.280
C -0.063 -8.119 1.661
C 0.251 -6.829 2.411
O 0.219 -5.783 1.447
C 0.178 -6.330 0.128
H 0.100 -8.423 -0.519
H 1.599 -7.937 0.291
H -1.142 -8.275 1.596
H 0.381 -8.993 2.137
H 1.254 -6.875 2.853
H -0.464 -6.601 3.203
H -0.822 -6.183 -0.293
H 0.892 -5.788 -0.494
C -0.103 6.073 3.465
C -0.726 6.185 4.856
C -0.188 7.532 5.326
O -0.046 8.337 4.157
C -0.173 7.516 2.990
H -0.627 5.390 2.799
H 0.936 5.746 3.542
H -1.815 6.216 4.779
H -0.455 5.368 5.524
H 0.791 7.419 5.807
H -0.856 8.044 6.022
H -1.139 7.720 2.516
H 0.619 7.775 2.287
C 4.269 -5.137 2.320
C 5.072 -6.283 2.940
C 4.322 -7.499 2.408
O 3.813 -7.123 1.132
C 3.929 -5.708 0.951
H 4.817 -4.199 2.257
H 3.356 -4.961 2.892
H 6.098 -6.274 2.566
H 5.105 -6.255 4.028
H 3.486 -7.759 3.068
H 4.952 -8.382 2.289
H 4.724 -5.506 0.226
H 2.987 -5.328 0.552
*
```

The calculation puts the HOMO energy at -3.829 eV. As for the maximum force: 0.9 eV/A. Its LUMO energy is 0.0827 Ha. The value obtained for the orbital gap is 6.08 eV. The calculation puts the total energy at -2484.64176 hartree.

---

The following is a DFT calculation (the ωB97M-V functional and the def2-TZVPD basis) of a 12-piece molecular cluster, C28H59BBr22N3O overall in a non-equilibrium geometry.

Structure (ORCA input):
```
! RIJCOSX wB97M-V def2-TZVPD def2/J DEFGRID3
* xyz 1 1
C 1.063 -1.995 3.314
C 0.049 -2.162 2.189
B 0.047 -1.119 1.046
O -0.797 -1.321 -0.046
C 0.988 0.162 1.044
C 2.471 -0.195 0.792
N 2.900 -0.063 -0.628
C 1.917 0.366 -1.506
N 1.754 -0.274 -2.683
N 1.172 1.397 -1.161
C 0.441 1.283 0.159
H 1.037 -1.043 3.839
H 0.849 -2.737 4.079
H 2.063 -2.217 2.957
H -0.961 -2.208 2.598
H 0.246 -3.110 1.683
H -0.432 -1.959 -0.668
H 0.965 0.533 2.067
H 3.095 0.451 1.400
H 2.685 -1.205 1.123
H 3.562 0.711 -0.661
H 1.568 -1.261 -2.669
H 1.749 0.204 -3.568
H 0.502 1.561 -1.914
H -0.595 1.116 -0.113
H 0.501 2.242 0.658
Br 2.502 -4.915 1.732
C 1.418 -6.080 0.620
C 1.817 -5.958 -0.824
Br 1.162 -4.285 -1.610
H 0.380 -5.808 0.786
H 1.588 -7.089 0.985
H 1.369 -6.749 -1.420
H 2.892 -5.959 -0.958
Br -1.586 4.777 -5.852
C -2.391 3.884 -4.332
C -1.348 3.262 -3.443
Br -0.614 1.626 -4.233
H -3.088 3.151 -4.724
H -2.935 4.648 -3.783
H -1.791 2.956 -2.496
H -0.506 3.923 -3.265
Br 5.999 -5.497 -0.205
C 6.641 -3.671 -0.030
C 7.044 -3.346 1.384
Br 5.496 -3.091 2.539
H 5.842 -3.030 -0.387
H 7.499 -3.591 -0.693
H 7.592 -2.407 1.410
H 7.640 -4.129 1.840
Br 3.383 3.780 -3.221
C 4.126 4.114 -1.454
C 5.589 3.767 -1.359
Br 5.851 1.838 -1.331
H 3.523 3.533 -0.763
H 3.977 5.174 -1.258
H 6.002 4.145 -0.428
H 6.171 4.140 -2.196
Br -4.089 1.884 -0.559
C -3.703 1.047 1.155
C -3.650 -0.453 1.033
Br -5.425 -1.212 0.849
H -4.473 1.384 1.841
H -2.739 1.443 1.473
H -3.230 -0.888 1.938
H -3.079 -0.779 0.171
Br -8.053 -0.776 -2.688
C -8.012 0.800 -1.547
C -8.516 2.030 -2.249
Br -7.213 2.735 -3.511
H -6.987 0.910 -1.209
H -8.651 0.566 -0.699
H -8.677 2.823 -1.525
H -9.425 1.853 -2.814
Br 7.015 6.062 -4.245
C 6.074 7.698 -3.766
C 4.588 7.576 -3.974
Br 4.099 7.650 -5.848
H 6.512 8.488 -4.365
H 6.299 7.871 -2.716
H 4.075 8.410 -3.500
H 4.195 6.638 -3.593
Br -9.696 0.499 2.066
C -11.527 1.125 2.260
C -12.010 1.860 1.039
Br -11.252 3.647 0.916
H -11.547 1.749 3.147
H -12.126 0.233 2.425
H -13.087 2.000 1.089
H -11.753 1.347 0.118
Br 2.916 -4.623 5.698
C 3.727 -2.875 5.943
C 3.705 -2.434 7.381
Br 1.930 -1.855 7.924
H 3.186 -2.187 5.301
H 4.751 -2.977 5.590
H 4.352 -1.572 7.523
H 3.999 -3.227 8.060
Br -6.421 6.873 -0.548
C -5.993 6.038 1.153
C -5.923 4.540 1.029
Br -7.683 3.728 0.909
H -6.748 6.360 1.862
H -5.025 6.440 1.442
H -5.470 4.107 1.919
H -5.378 4.219 0.150
Br 4.956 -11.414 -2.139
C 5.885 -9.744 -1.803
C 5.926 -9.406 -0.337
Br 4.205 -8.765 0.311
H 5.378 -8.982 -2.385
H 6.894 -9.883 -2.182
H 6.628 -8.595 -0.154
H 6.185 -10.259 0.280
*
```

The calculation puts the HOMO energy at -11.142 eV. As for the maximum force: 1.6 eV/A. Its LUMO energy is -0.1283 Ha. The value obtained for the orbital gap is 7.65 eV. The calculation puts the total energy at -57994.78774 hartree.